# 1
The following is a quantum chemistry calculation of C4H8DyO3 as an isolated structure, from OMol25.

* energy relative to the best compared isomer or geometry (same formula, charge and spin): 424.8 kJ/mol
* orbital gap (alpha / beta): 7.71 / 3.02 eV
* 2S+1: 7
* net charge: +2

```
16
Properties=species:S:1:pos:R:3:mulliken_spin:R:1
O 0.509 -1.691 -2.061 -0.140
C 0.395 -0.937 -1.049 -0.685
Dy -1.647 1.727 0.540 6.534
O -0.403 -0.029 -0.933 -0.442
C 1.687 -2.559 -2.228 -0.016
H 1.264 -3.563 -2.334 0.000
H 2.157 -2.211 -3.155 -0.002
C 2.607 -2.435 -1.035 -0.008
H 3.156 -1.505 -1.264 -0.008
H 3.602 -2.748 -0.498 -0.011
O -2.980 3.058 1.741 0.590
C -3.088 3.827 2.889 0.029
H -3.036 3.215 3.811 0.079
H -2.292 4.593 2.963 0.089
H -4.055 4.365 2.916 0.000
H 2.125 -3.107 -0.304 -0.009
```

---

# 2
The following is a quantum chemistry calculation of an isolated molecule of C7H13NO2, from OMol25.

* energy relative to the best compared isomer or geometry (same formula, charge and spin): 318.8 kJ/mol
* orbital gap: 9.44 eV
* structure (SMILES): C=C(C)CN(C)CC(=O)O
* net charge: 0

```
23
Properties=species:S:1:pos:R:3:lowdin_charge:R:1
C 0.865 1.274 -1.520 0.041
C 1.299 0.789 -0.366 -0.325
C 2.163 1.567 0.624 -0.072
C 0.990 -0.786 -0.172 -0.122
N -0.448 -0.940 0.208 -0.206
C -0.751 -2.472 0.387 0.003
C -1.172 0.122 0.810 -0.118
C -2.379 0.682 -0.048 -0.570
O -2.944 1.670 0.306 0.102
O -2.579 0.058 -1.168 0.093
H 0.297 0.583 -2.114 0.065
H 1.078 2.314 -1.771 0.081
H 2.651 0.898 1.350 0.067
H 1.579 2.382 1.236 0.113
H 2.935 2.134 0.069 0.075
H 1.222 -1.082 -1.109 0.068
H 1.634 -1.193 0.573 0.103
H 0.040 -2.943 -0.166 0.065
H -0.822 -2.727 1.398 0.050
H -1.756 -2.704 -0.146 0.110
H -1.689 -0.177 1.737 0.138
H -0.618 0.929 1.107 0.083
H -1.595 -0.377 -1.224 0.156
```

---

# 3
The following is a quantum chemistry calculation of an isolated ion of composition C10H18N2OP and charge +1, from OMol25.

* energy relative to the best compared isomer or geometry (same formula, charge and spin): 11.3 kJ/mol
* orbital gap: 9.50 eV
* structure (SMILES): CN(C)[P@](O)(c1ccccc1)=[N+](C)C
* net charge: +1

```
32
Properties=species:S:1:pos:R:3:lowdin_charge:R:1
C -2.190 -1.931 -1.188 -0.114
N -1.046 -1.462 -0.454 -0.305
C -0.914 -2.155 0.905 -0.043
P -0.396 0.054 -0.728 0.863
O -0.673 0.272 -2.296 -0.129
C 1.360 0.189 -0.214 -0.270
C 2.169 -0.941 -0.230 -0.108
C 3.425 -0.879 0.312 -0.046
C 3.965 0.368 0.743 -0.028
C 3.157 1.487 0.715 -0.041
C 1.844 1.391 0.239 -0.067
N -1.511 1.056 0.027 -0.313
C -1.528 1.103 1.502 -0.075
C -2.034 2.237 -0.719 -0.070
H -2.322 -1.323 -2.143 0.101
H -2.174 -2.985 -1.499 0.099
H -3.076 -1.746 -0.609 0.083
H 0.123 -2.089 1.175 0.060
H -1.421 -1.636 1.733 0.073
H -1.164 -3.186 0.716 0.092
H 0.024 0.341 -2.965 0.125
H 1.832 -1.878 -0.675 0.120
H 4.010 -1.863 0.437 0.147
H 4.926 0.400 1.142 0.096
H 3.644 2.379 1.085 0.119
H 1.253 2.250 0.182 0.094
H -1.073 0.099 1.816 0.073
H -0.881 1.805 2.050 0.089
H -2.570 1.339 1.744 0.099
H -2.272 1.796 -1.804 0.127
H -3.014 2.352 -0.323 0.068
H -1.473 3.155 -0.675 0.078
```

---

# 4
The following is a quantum chemistry calculation of C4H6FN2 as an isolated structure, from OMol25.

* energy relative to the best compared isomer or geometry (same formula, charge and spin): 366.6 kJ/mol
* orbital gap (alpha / beta): 7.61 / 7.61 eV
* net charge: +1

```
13
Properties=species:S:1:pos:R:3:lowdin_charge:R:1
C -2.210 0.223 0.047 -0.081
C 1.007 -0.865 -0.529 -0.070
C 1.076 0.350 0.288 -0.090
C -0.245 -1.143 0.250 -0.142
N -1.388 -0.654 0.058 0.122
N 0.468 1.523 0.062 0.189
F -3.472 0.149 -0.116 0.178
H 0.911 -0.566 -1.651 0.174
H 1.800 -1.587 -0.307 0.139
H 1.615 0.264 1.101 0.102
H 0.643 2.394 0.574 0.154
H -0.212 -1.846 1.087 0.162
H 0.006 1.760 -0.865 0.163
```

---

| no. | electronic energy (eV) |
| --- | --- |
| 1 | -34480.207 |
| 2 | -13052.624 |
| 3 | -24972.135 |
| 4 | -9931.789 |